No. 1
Here is an isolated molecule of C2H7N5O from the Open Molecules 2025 dataset. Energies are from ωB97M-V/def2-TZVPD.

Each line ends with the natural charge from an NBO analysis.
Positions of all 15 atoms, in Å:
H: -1.17 1.83 0.29  0.357
N: -2.02 1.30 -0.10  -0.729
C: -1.68 0.05 -0.06  0.544
N: -2.61 -0.86 0.07  -0.844
N: -0.50 -0.62 0.09  -0.672
C: 0.77 0.04 0.00  0.783
O: 0.84 1.18 -0.02  -0.570
N: 1.87 -0.85 -0.30  -0.471
N: 3.03 -0.06 0.17  -0.679
H: -2.59 -1.68 -0.58  0.390
H: -3.44 -0.48 0.52  0.416
H: -0.53 -1.58 0.34  0.403
H: 1.88 -1.58 0.43  0.363
H: 3.35 0.48 -0.73  0.354
H: 2.87 0.68 0.80  0.356

- SMILES: [H]/N=C(/N)NC(=O)NN
- LUMO level: 0.5 eV



No. 2
Here is a structure of composition C24H60MnO16P3 from the Open Molecules 2025 dataset. Energies are from ωB97M-V/def2-TZVPD.

Each line ends with the Mulliken charge.
Positions of all 104 atoms, in Å:
Mn: 9.12 -15.22 -6.45  0.818
O: 7.34 -14.91 -7.12  0.580
H: 6.78 -14.82 -7.88  -0.177
C: 4.31 -19.72 -8.37  -0.457
O: 5.20 -19.00 -7.53  -0.461
C: 5.01 -17.61 -7.53  0.914
C: 3.76 -17.04 -6.91  -0.352
O: 2.60 -17.40 -7.60  0.189
C: 1.48 -17.79 -6.81  -0.662
C: 0.25 -17.89 -7.66  -0.701
O: 0.43 -18.82 -8.69  -0.290
C: -0.32 -18.59 -9.85  -0.760
H: 4.49 -19.49 -9.43  0.181
H: 3.27 -19.56 -8.10  0.146
H: 4.53 -20.78 -8.22  0.293
H: 5.31 -17.20 -8.50  -0.589
H: 5.85 -17.25 -6.92  -0.196
H: 3.89 -15.96 -6.80  0.113
H: 3.72 -17.34 -5.85  0.237
H: 1.36 -17.09 -5.97  0.362
H: 1.72 -18.76 -6.35  0.356
H: 0.07 -16.90 -8.08  0.364
H: -0.58 -18.18 -7.00  0.351
H: -0.64 -17.56 -10.00  0.361
H: -1.19 -19.25 -9.88  0.292
H: 0.25 -18.87 -10.74  0.224
C: 4.98 -19.48 -3.16  -1.104
C: 5.90 -18.34 -2.77  -0.115
O: 6.71 -17.97 -3.93  -0.174
P: 7.60 -16.69 -3.76  0.924
O: 8.38 -16.44 -4.99  -0.626
O: 6.71 -15.49 -3.32  -0.221
C: 5.53 -15.09 -4.06  0.583
C: 5.55 -13.61 -4.32  -1.182
O: 8.45 -17.03 -2.47  -0.414
C: 9.71 -16.33 -2.29  -0.394
C: 9.55 -14.83 -2.10  -0.730
H: 4.21 -19.59 -2.40  0.409
H: 4.49 -19.26 -4.11  0.118
H: 5.52 -20.41 -3.28  0.332
H: 5.25 -17.53 -2.45  0.253
H: 6.61 -18.59 -1.98  0.322
H: 5.46 -15.63 -5.01  -0.386
H: 4.65 -15.40 -3.50  0.334
H: 4.85 -13.31 -5.11  0.215
H: 5.30 -13.04 -3.43  0.461
H: 6.53 -13.24 -4.62  0.077
H: 10.03 -16.66 -1.30  0.311
H: 10.39 -16.65 -3.08  0.268
H: 10.52 -14.38 -1.88  0.414
H: 9.23 -14.40 -3.05  0.031
H: 8.88 -14.57 -1.29  0.247
C: 3.87 -17.74 -12.55  -1.253
C: 3.11 -16.85 -11.54  0.004
O: 4.05 -16.06 -10.77  0.439
P: 4.51 -14.66 -11.38  0.004
O: 4.35 -14.56 -12.82  -0.832
O: 3.82 -13.55 -10.51  -0.338
C: 3.54 -13.64 -9.12  1.000
C: 2.70 -12.45 -8.68  -1.527
O: 6.03 -14.56 -10.87  0.130
C: 6.94 -15.64 -10.77  0.464
C: 8.00 -15.56 -11.86  -1.262
H: 3.40 -18.71 -12.70  0.391
H: 3.91 -17.17 -13.48  0.386
H: 4.88 -17.88 -12.17  0.229
H: 2.39 -16.29 -12.13  0.389
H: 2.56 -17.43 -10.80  -0.046
H: 3.09 -14.59 -8.82  0.097
H: 4.51 -13.54 -8.60  -0.331
H: 2.66 -12.49 -7.59  0.367
H: 3.19 -11.52 -8.96  0.351
H: 1.69 -12.52 -9.08  0.406
H: 7.51 -15.52 -9.83  -0.197
H: 6.63 -16.69 -10.70  0.080
H: 8.61 -14.66 -11.72  0.023
H: 8.69 -16.41 -11.82  0.405
H: 7.64 -15.49 -12.88  0.434
C: 6.66 -10.87 -9.01  -1.115
C: 7.34 -11.69 -7.95  0.610
O: 8.62 -11.15 -7.59  -0.368
P: 9.95 -11.98 -7.60  0.279
O: 9.71 -13.33 -7.03  -0.056
O: 10.58 -11.89 -9.03  -0.315
C: 9.89 -12.53 -10.13  0.480
C: 10.91 -12.90 -11.20  -1.278
O: 10.85 -11.05 -6.73  -0.315
C: 11.59 -11.52 -5.59  0.091
C: 12.02 -10.37 -4.71  -1.194
H: 5.72 -11.33 -9.30  0.121
H: 6.56 -9.84 -8.64  0.386
H: 7.34 -10.70 -9.85  0.295
H: 6.70 -11.80 -7.07  0.192
H: 7.46 -12.76 -8.19  -0.182
H: 9.50 -13.50 -9.79  -0.080
H: 9.02 -11.99 -10.50  0.178
H: 10.54 -13.71 -11.82  0.357
H: 11.18 -12.06 -11.84  0.318
H: 11.83 -13.25 -10.74  0.361
H: 10.96 -12.22 -5.04  0.008
H: 12.43 -12.15 -5.91  0.347
H: 11.40 -10.26 -3.82  0.322
H: 13.03 -10.59 -4.36  0.350
H: 12.07 -9.46 -5.30  0.308

- Spin multiplicity: 6
- LUMO level (spin up / spin down): -3.2 / -3.7 eV
- Total charge: +1



No. 3
Here is an isolated molecule of C5H10O from the Open Molecules 2025 dataset. Energies are from ωB97M-V/def2-TZVPD.

Each line ends with the natural charge from an NBO analysis.
Positions of all 16 atoms, in Å:
C: -2.11 -0.80 0.43  -0.242
O: -1.09 0.14 0.70  -0.533
C: -0.40 0.69 -0.38  0.088
C: 0.67 1.61 0.09  -0.438
C: 1.05 0.33 -0.62  -0.250
C: 1.65 -0.87 0.06  -0.614
H: -2.79 -0.76 1.29  0.190
H: -1.72 -1.82 0.33  0.167
H: -2.68 -0.54 -0.47  0.167
H: -0.99 0.88 -1.27  0.179
H: 0.77 1.62 1.17  0.226
H: 0.84 2.57 -0.39  0.216
H: 1.38 0.50 -1.65  0.208
H: 1.77 -1.68 -0.68  0.209
H: 0.97 -1.23 0.84  0.219
H: 2.62 -0.67 0.51  0.209

- SMILES: CO[C@H]1C[C@H]1C
- LUMO level: 1.1 eV



No. 4
Here is a structure of composition C15H37N9O24S from the Open Molecules 2025 dataset. Energies are from ωB97M-V/def2-TZVPD.

Each line ends with the Mulliken charge.
Positions of all 86 atoms, in Å:
C: 23.99 -14.55 2.38  -0.305
N: 23.41 -15.85 1.94  0.837
O: 23.86 -16.92 2.29  -0.630
O: 22.49 -15.81 1.09  -0.389
H: 23.88 -13.83 1.57  -0.070
H: 25.07 -14.59 2.53  0.512
H: 23.44 -14.13 3.23  0.194
C: 20.18 -14.53 5.55  -1.057
N: 20.38 -14.20 4.13  0.980
O: 19.53 -14.59 3.33  -0.435
O: 21.44 -13.67 3.84  -0.680
H: 19.34 -13.99 6.00  0.322
H: 21.13 -14.37 6.06  0.360
H: 19.90 -15.58 5.61  0.369
C: 20.89 -14.09 -3.16  -1.299
N: 20.82 -12.69 -2.57  0.987
O: 21.11 -11.77 -3.31  -0.770
O: 20.33 -12.63 -1.46  0.716
H: 21.84 -14.55 -2.92  0.250
H: 20.88 -13.98 -4.25  0.472
H: 20.07 -14.74 -2.84  0.533
C: 24.23 -10.19 0.17  -2.276
N: 25.65 -10.63 0.41  1.142
O: 26.02 -11.44 -0.46  -0.543
O: 26.30 -10.23 1.41  -0.637
H: 24.14 -9.44 -0.62  0.550
H: 23.92 -9.80 1.14  0.460
H: 23.66 -11.06 -0.14  1.502
C: 21.08 -10.34 2.61  -1.372
N: 19.76 -10.84 2.18  0.721
O: 19.61 -11.11 1.01  -0.014
O: 18.93 -11.11 3.04  -0.671
H: 20.84 -9.29 2.45  0.433
H: 21.94 -10.65 2.02  0.655
H: 21.17 -10.65 3.65  0.458
C: 23.78 -11.94 -2.41  -0.175
N: 23.51 -11.18 -3.65  1.147
O: 22.77 -11.72 -4.48  -0.580
O: 24.00 -10.00 -3.79  -0.684
H: 22.96 -12.00 -1.70  -0.056
H: 24.52 -11.35 -1.85  0.293
H: 24.10 -12.96 -2.65  0.328
C: 17.78 -15.92 -0.11  -0.659
N: 19.03 -15.50 -0.85  0.352
O: 18.97 -15.48 -2.09  -0.542
O: 20.02 -15.17 -0.21  -0.402
H: 17.20 -14.99 -0.06  0.225
H: 18.14 -16.30 0.84  0.467
H: 17.32 -16.66 -0.76  0.294
C: 18.44 -12.08 -0.77  -0.346
N: 17.69 -13.23 -1.36  1.080
O: 16.54 -13.42 -0.94  -0.787
O: 18.32 -13.87 -2.17  -0.527
H: 19.05 -11.76 -1.62  -0.243
H: 18.85 -12.23 0.23  -1.210
H: 17.76 -11.23 -0.76  1.245
C: 20.42 -16.26 1.63  -1.004
N: 19.40 -16.86 2.54  1.123
O: 19.54 -18.02 2.87  -0.710
O: 18.36 -16.22 2.72  -0.587
H: 20.27 -16.65 0.62  0.636
H: 21.41 -16.56 1.96  0.677
H: 20.32 -15.18 1.62  0.060
O: 19.87 -7.75 0.22  -0.630
C: 20.15 -8.81 -0.23  -0.216
O: 19.27 -9.57 -0.94  -0.572
C: 19.99 -10.75 -1.51  -0.100
C: 21.51 -10.29 -1.51  0.349
C: 21.52 -9.50 -0.16  -0.151
H: 19.51 -11.06 -2.43  1.135
H: 19.92 -11.63 -0.87  -1.257
H: 21.79 -9.59 -2.30  0.578
H: 22.25 -11.09 -1.44  -2.374
H: 22.36 -8.84 0.05  1.005
H: 21.50 -10.27 0.62  -1.006
C: 20.43 -13.07 0.77  0.094
C: 21.41 -13.24 1.92  1.151
O: 22.73 -13.23 1.32  -0.259
S: 22.71 -13.11 -0.31  1.738
O: 22.74 -14.50 -0.80  -0.873
O: 23.78 -12.29 -0.77  -0.164
O: 21.18 -12.44 -0.24  0.806
H: 19.48 -12.57 0.96  0.273
H: 20.20 -14.10 0.53  -0.174
H: 21.12 -14.10 2.52  0.043
H: 21.48 -12.42 2.64  -0.115

- LUMO level: -1.9 eV



No. 5
Here is an isolated molecule of C2H4N2OS from the Open Molecules 2025 dataset. Energies are from ωB97M-V/def2-TZVPD.

Each line ends with the natural charge from an NBO analysis.
Positions of all 10 atoms, in Å:
C: -0.84 -0.17 -0.59  0.214
C: 0.58 -0.78 -0.51  -0.357
N: -1.34 0.74 0.05  -0.639
N: 1.17 -0.47 0.66  -0.611
O: -0.06 2.86 0.89  -0.843
S: -0.46 1.57 1.25  1.315
H: -1.40 -0.84 -1.20  0.175
H: 0.54 -1.79 -0.86  0.213
H: 1.06 -0.14 -1.22  0.214
H: 0.76 -1.00 1.54  0.320

- LUMO level (spin up / spin down): -0.8 / -0.5 eV



No. 6
Here is a cluster of 3 separate species, C6H13NO3 in total from the Open Molecules 2025 dataset. Energies are from ωB97M-V/def2-TZVPD.

Each line ends with the natural charge from an NBO analysis.
Positions of all 23 atoms, in Å:
C: 1.59 -1.14 -0.11  0.533
C: -0.25 0.68 0.10  -0.097
C: -0.65 -0.62 0.12  -0.344
C: 2.31 -0.88 1.17  -0.705
C: -0.03 1.49 -1.13  -0.674
C: -2.53 0.94 0.86  0.591
N: -3.48 1.29 -0.04  -0.876
O: 2.32 -0.61 -1.18  -0.738
O: 1.27 -2.48 -0.34  -0.760
O: -2.68 1.02 2.06  -0.621
H: 1.89 -0.93 -1.99  0.481
H: 2.07 -3.03 -0.22  0.456
H: 0.13 1.11 1.03  0.212
H: -3.36 1.07 -1.02  0.393
H: -4.38 1.65 0.27  0.386
H: -1.02 -1.09 -0.79  0.204
H: -0.81 -1.13 1.05  0.226
H: 3.25 -1.45 1.21  0.206
H: 2.57 0.18 1.27  0.227
H: 1.70 -1.18 2.02  0.226
H: -0.41 0.98 -2.02  0.204
H: -0.53 2.46 -1.05  0.231
H: 1.04 1.67 -1.27  0.241

- LUMO level (spin up / spin down): 0.6 / 0.6 eV